(1)
Molecular formula: C54H91FN17S2
Method: DFT, ωB97M-V with the def2-TZVPD basis set

Last column: Mulliken charge in e.
Atoms and positions in Å:
C: -3.21957 5.45251 -3.13576  -0.700
C: -1.64448 5.20990 -3.58271  0.102
C: -1.22549 5.98781 -4.97019  -0.710
C: 0.09844 5.33995 -5.70595  -0.235
C: 1.42217 5.22809 -4.70467  0.011
C: 2.44302 3.98947 -5.13414  -0.993
C: 2.13456 2.57752 -4.36016  -0.218
C: 2.58676 2.55153 -2.77352  0.207
N: 3.92528 1.89963 -2.51101  0.230
C: 4.76658 2.65230 -1.50625  -1.311
C: 4.09134 2.83391 -0.02350  0.891
C: 4.27555 4.31880 0.64584  -0.779
C: 3.99080 4.39871 2.25768  -0.464
C: 2.83232 3.38207 2.81450  -0.353
C: 1.28054 3.95437 2.60033  -0.423
C: 0.75389 3.86416 1.05091  0.443
C: 0.17487 2.38730 0.60494  -0.307
C: 3.81782 0.42219 -2.21019  -0.142
S: 4.79442 -0.43012 -1.06962  0.012
S: 2.56401 -0.67596 -3.14529  -0.118
C: 1.44700 -1.31977 -1.78675  0.072
C: 0.82096 -2.81308 -2.05640  -0.629
C: -0.46515 -2.84407 -3.07881  -0.667
N: -1.42849 -1.73546 -2.71670  0.235
C: -2.00253 -0.57659 -3.50109  -0.050
N: -2.90702 0.25974 -2.57566  0.005
C: -2.83301 -0.46207 -1.24719  0.222
C: -3.49294 -0.14525 0.22150  -0.620
C: -4.50399 1.14588 0.26215  0.639
C: -4.07941 2.11282 1.55615  -0.756
F: -5.91901 0.67058 0.47014  -0.392
C: -1.88214 -1.79752 -1.25957  -0.624
H: -3.28295 6.55575 -2.72789  0.098
H: -3.96346 5.21928 -4.01128  0.364
H: -3.40785 4.73258 -2.21433  0.030
H: -1.40557 4.05182 -3.64749  -0.023
H: -0.96081 5.66597 -2.72883  0.150
H: -1.09443 7.15605 -4.81325  0.247
H: -2.14654 5.87268 -5.70684  0.301
H: 0.38052 6.03800 -6.63189  -0.129
H: -0.19614 4.29485 -6.18824  0.283
H: 1.14580 5.20622 -3.56614  -0.066
H: 2.03556 6.22949 -4.88883  0.319
H: 3.58629 4.30723 -5.09955  0.356
H: 2.21611 3.79439 -6.28974  0.323
H: 1.02084 2.22506 -4.44995  0.080
H: 2.78797 1.74387 -4.91064  0.325
H: 1.71372 2.10138 -2.11250  -0.420
H: 2.67590 3.69121 -2.44632  0.220
H: 5.87867 2.22092 -1.45564  0.293
H: 4.89852 3.75461 -1.94551  0.388
H: 2.96806 2.48741 -0.01149  -0.628
H: 4.66493 2.07332 0.69607  0.453
H: 3.64651 5.14399 0.08909  0.222
H: 5.41837 4.63040 0.49613  0.412
H: 4.97464 4.30473 2.91687  0.272
H: 3.59077 5.50348 2.46963  0.153
H: 2.93796 2.26537 2.45161  0.148
H: 2.97111 3.33965 3.99957  0.203
H: 0.59982 3.21239 3.24152  0.077
H: 1.13302 5.02047 3.08688  0.216
H: -0.17530 4.60956 0.97279  -0.065
H: 1.51765 4.22267 0.24035  -0.110
H: -0.14004 1.74168 1.53118  0.283
H: -0.77124 2.57828 -0.09764  0.066
H: 0.92011 1.74176 -0.02710  -0.237
H: 2.05065 -1.38796 -0.76558  0.354
H: 0.62272 -0.48052 -1.60271  -0.229
H: 1.68313 -3.45720 -2.55811  0.350
H: 0.52502 -3.34212 -1.02885  0.260
H: -1.06575 -3.86180 -2.95508  0.294
H: -0.05751 -2.71585 -4.16896  0.375
H: -1.77118 -0.35743 -4.64886  0.360
H: -3.43747 1.13691 -2.77063  0.278
H: -4.07674 -1.11563 0.59357  0.312
H: -2.58692 -0.00755 0.97363  0.275
H: -4.44487 1.76513 -0.72916  0.015
H: -3.28846 1.60321 2.26441  0.246
H: -5.07063 2.35553 2.16710  0.334
H: -3.59779 3.10145 1.09977  0.045
H: -1.60034 -2.53946 -0.39774  0.260
C: -7.89550 -1.81006 0.81419  -0.224
C: -7.36778 -3.17686 1.21870  0.451
N: -6.93009 -4.31084 1.55437  -0.572
H: -8.30611 -1.85368 -0.19838  0.234
H: -8.68284 -1.49515 1.50446  0.286
H: -7.08568 -1.07562 0.83865  -0.112
C: 4.69901 -3.28004 2.53824  -0.438
C: 5.80977 -2.55374 1.79732  0.439
N: 6.73140 -1.95124 1.18271  -0.574
H: 4.32931 -4.11232 1.93292  -0.103
H: 5.07694 -3.67023 3.48717  0.322
H: 3.87331 -2.59194 2.73962  0.245
C: -8.16482 -6.34433 -1.54577  -0.615
C: -8.74689 -5.02774 -2.03369  0.368
N: -9.22968 -3.93538 -2.43842  -0.460
H: -7.53813 -6.78652 -2.32520  0.267
H: -7.55650 -6.17500 -0.65313  0.180
H: -8.97169 -7.04036 -1.30015  0.257
C: 2.78462 6.34577 5.68884  -0.247
C: 4.24399 6.05264 5.38130  0.387
N: 5.45477 5.80946 5.12630  -0.517
H: 2.22770 5.40925 5.78129  -0.232
H: 2.70565 6.90117 6.62737  0.375
H: 2.34662 6.94249 4.88391  0.257
C: -3.94998 7.71010 0.33884  -0.952
C: -3.12936 6.43809 0.20157  0.442
N: -2.44845 5.38285 0.08761  -0.351
H: -3.79490 8.14883 1.32841  0.340
H: -3.64667 8.43348 -0.42291  0.296
H: -5.01233 7.48383 0.21222  0.285
C: 0.44363 2.18644 6.71007  -0.689
C: 0.22245 3.68970 6.74964  0.488
N: 0.03905 4.93686 6.78257  -0.523
H: 1.10602 1.92883 5.87902  0.191
H: 0.89971 1.85194 7.64583  0.317
H: -0.51222 1.67243 6.57603  0.276
C: 9.20554 -1.57033 -0.98677  -0.130
C: 9.53823 -0.49593 -2.00913  0.235
N: 9.81417 0.39554 -2.85725  -0.502
H: 10.03966 -1.69343 -0.29044  0.017
H: 8.31158 -1.28630 -0.42490  0.109
H: 9.02077 -2.52198 -1.49279  0.290
C: -8.22427 -5.97578 4.46777  -0.090
C: -9.45164 -6.68007 5.02256  0.138
N: -10.46996 -7.26441 5.48271  -0.419
H: -7.35884 -6.64257 4.51453  -0.092
H: -8.39739 -5.68949 3.42680  0.153
H: -8.01337 -5.07706 5.05398  0.273
C: -4.26284 -5.08143 4.86030  -0.760
C: -4.82171 -6.46531 4.57253  0.521
N: -5.28535 -7.61341 4.33365  -0.582
H: -3.21503 -5.15818 5.16356  0.328
H: -4.32945 -4.45868 3.96404  0.210
H: -4.83280 -4.60923 5.66528  0.286
C: -5.93232 -10.86410 2.93017  -0.604
C: -5.57355 -11.50616 1.60002  0.358
N: -5.27578 -12.03875 0.49647  -0.498
H: -5.60356 -11.50399 3.75372  0.278
H: -5.44257 -9.89049 3.01833  0.160
H: -7.01497 -10.72557 2.99725  0.336
C: 1.53216 7.93754 -9.47608  -0.822
C: 1.70803 7.84495 -7.96917  0.556
N: 1.85404 7.76804 -6.71901  -0.539
H: 2.04953 8.82192 -9.85815  0.325
H: 1.94783 7.04701 -9.95536  0.270
H: 0.46959 8.01204 -9.72348  0.273
C: -1.80640 -12.18070 1.50332  -0.262
C: -1.10300 -11.25532 2.48270  0.304
N: -0.51936 -10.48771 3.29527  -0.434
H: -1.37216 -12.06769 0.50609  0.252
H: -1.69355 -13.21954 1.82521  0.254
H: -2.87113 -11.93556 1.45788  -0.124
C: 3.86372 -6.25055 -0.89662  -0.658
C: 4.03959 -6.34314 0.61029  0.428
N: 4.18560 -6.42005 1.86045  -0.484
H: 4.38108 -5.36617 -1.27870  0.251
H: 4.27938 -7.14108 -1.37590  0.323
H: 2.80114 -6.17605 -1.14402  0.196
C: 11.38159 -1.39638 2.96452  -0.772
C: 10.84481 -2.44624 2.00540  0.518
N: 10.39962 -3.31728 1.20963  -0.523
H: 11.44415 -1.81119 3.97437  0.308
H: 12.37844 -1.07733 2.64823  0.277
H: 10.71692 -0.52811 2.97683  0.265

Computed properties:
Net charge   +1
Spin multiplicity   1
HOMO level   -10.234 eV
HOMO-LUMO gap   0.230 Eh


(2)
Molecular formula: C18H38N3NiO5
Method: DFT, ωB97M-V with the def2-TZVPD basis set

Last column: Mulliken charge in e.
Atoms and positions in Å:
Ni: 3.04110 1.63505 3.62847  0.674
N: 1.10834 1.13211 1.26477  1.029
O: 0.52277 0.28396 0.58667  -0.486
O: 1.02024 2.32209 0.93628  -0.654
O: 1.86151 0.79401 2.23315  -0.601
C: 1.65800 -1.82351 -4.79847  -1.848
C: 2.10566 -2.60068 -3.55495  1.438
C: 3.44936 -3.28758 -3.90942  -1.226
C: 4.30442 -3.69363 -2.69613  -0.640
C: 4.53077 -2.45496 -1.84158  -1.391
C: 3.24768 -1.75527 -1.30650  1.535
N: 2.42300 -1.56179 -2.54197  0.509
O: 1.37298 -0.73086 -2.24659  -0.249
C: 2.62635 -2.61698 -0.21647  -1.307
C: 3.70018 -0.39266 -0.77037  -1.679
C: 1.12687 -3.66513 -3.10536  -1.586
H: 1.42062 -2.53717 -5.58300  0.429
H: 2.30348 -0.99425 -5.08975  0.402
H: 0.74665 -1.25073 -4.59827  0.447
H: 3.28929 -4.13198 -4.57811  0.490
H: 4.08516 -2.60231 -4.47742  0.381
H: 5.26941 -4.06953 -3.03741  0.434
H: 3.84162 -4.57419 -2.24506  0.338
H: 5.12614 -1.73092 -2.40651  0.393
H: 5.18637 -2.58482 -0.97753  0.563
H: 2.17587 -3.53370 -0.59357  0.242
H: 3.40313 -2.83803 0.50892  0.403
H: 1.76949 -2.08591 0.20656  0.277
H: 4.29124 -0.55351 0.13442  0.420
H: 4.37114 0.10709 -1.46818  0.465
H: 2.92076 0.26340 -0.38091  0.222
H: 0.90196 -4.36387 -3.91339  0.435
H: 0.15704 -3.24480 -2.83246  0.400
H: 1.46284 -4.33164 -2.31301  0.340
H: 1.68003 0.15955 -2.50623  0.388
C: -2.89304 -0.27303 0.91518  -1.710
C: -3.25556 0.85175 1.88659  1.605
C: -2.18889 0.77535 3.04390  -1.147
C: -2.11261 1.98491 3.91072  -0.429
C: -1.81136 3.18356 3.01997  -1.193
C: -2.92322 3.42283 1.94253  1.731
N: -3.04828 2.13665 1.21748  0.184
O: -3.89740 2.26338 0.06207  -0.481
C: -4.23195 3.86062 2.56926  -1.807
C: -2.38304 4.44846 0.96737  -1.872
C: -4.66801 0.61435 2.46490  -1.581
H: -1.86124 -0.25500 0.55783  0.152
H: -2.97385 -1.31971 1.21627  0.405
H: -3.51208 -0.11043 0.02988  0.436
H: -2.45345 -0.05201 3.71702  0.379
H: -1.28534 0.35270 2.60029  0.163
H: -3.01780 2.20149 4.48007  0.316
H: -1.27249 1.89565 4.60577  0.351
H: -0.80919 3.10956 2.59532  0.257
H: -1.80337 4.11171 3.60204  0.486
H: -4.98000 4.08610 1.80935  0.383
H: -4.06294 4.74787 3.18674  0.394
H: -4.63525 3.15753 3.29772  0.370
H: -1.42943 4.14511 0.53276  0.330
H: -2.12239 5.41464 1.41428  0.402
H: -3.08170 4.72495 0.17744  0.379
H: -5.04850 -0.36914 2.19738  0.395
H: -4.52904 0.61627 3.55220  0.394
H: -5.44487 1.37831 2.42053  0.304
H: -4.76518 2.20874 0.49657  0.415

Computed properties:
Net charge   +1
Spin multiplicity   3
HOMO level (alpha / beta)   -9.685 / -9.685 eV
<S²>   2.0058
HOMO-LUMO gap (alpha / beta)   0.193 / 0.120 Eh


(3)
Molecular formula: C7H10O2Si
Method: DFT, ωB97M-V with the def2-TZVPD basis set

Last column: Mulliken charge in e.
Atoms and positions in Å:
C: 1.82296 -1.07392 -0.09041  0.155
C: 0.56934 -1.26935 -0.06605  -0.590
C: 2.58585 0.24863 0.45531  1.050
C: 3.89611 -0.02855 0.12884  -0.248
C: -2.33113 -1.07769 -0.86547  -1.067
C: -0.86523 1.37007 -1.12093  -1.009
C: -0.91341 0.26738 1.85856  -0.882
O: 2.03701 0.91286 1.29486  -0.535
O: 4.67121 -0.04712 -0.73472  -0.289
Si: -0.94328 -0.18938 0.06278  0.561
H: 2.65302 -1.86663 -0.36268  0.196
H: -2.19286 -0.98622 -1.98309  0.292
H: -2.54569 -2.05541 -0.53508  0.380
H: -3.42505 -0.58038 -0.75877  0.250
H: -1.52167 2.20334 -0.70200  0.277
H: 0.16045 1.63248 -0.94905  0.245
H: -0.92320 1.38455 -2.22191  0.355
H: -1.40500 -0.46827 2.53648  0.312
H: 0.16931 0.36928 2.08203  0.285
H: -1.49872 1.25430 1.97130  0.263

Computed properties:
Spin multiplicity   1
HOMO level (alpha / beta)   -8.827 / -8.662 eV
HOMO-LUMO gap (alpha / beta)   0.283 / 0.267 Eh
Relative energy (zero: lowest compared OMol25 entry of this formula, charge and spin)   8.450 eV


(4)
Molecular formula: C28H24ClNO2S
Method: DFT, ωB97M-V with the def2-TZVPD basis set

Last column: Mulliken charge in e.
Atoms and positions in Å:
Cl: -0.67468 -2.78930 0.42991  -0.188
C: 0.35663 -2.59201 1.80824  -0.214
S: 2.03375 -2.53597 1.11251  1.339
C: 2.26468 -1.25154 -0.19865  0.095
C: 1.74363 -1.47776 -1.47818  -0.199
C: 1.99885 -0.58962 -2.53215  -0.723
C: 2.77285 0.55211 -2.30282  -0.282
C: 3.19895 0.85745 -1.00642  -0.561
C: 2.92996 -0.03476 0.04471  -0.200
O: 2.99024 -2.17048 2.12849  -0.699
O: 2.18302 -3.80251 0.44343  -0.659
H: 0.25273 -1.60153 2.24190  0.203
H: 1.11973 -2.35409 -1.64834  0.335
H: 1.58972 -0.79169 -3.52935  0.343
H: 3.01241 1.21951 -3.12929  0.363
H: 3.73643 1.79498 -0.81200  0.344
H: 3.23291 0.21653 1.06162  0.374
C: -6.24154 0.67988 4.34710  -0.897
N: -5.90680 -0.63770 4.84194  0.059
C: -6.97120 -1.38813 5.47390  -1.083
C: -4.81041 -1.31415 4.37101  1.302
C: -3.59421 -0.62537 4.06871  -1.008
C: -2.43370 -1.34551 3.79373  -0.490
C: -2.47127 -2.74881 3.62452  0.143
C: -1.26373 -3.55503 3.46647  0.531
C: -1.28740 -4.83822 2.78696  -0.535
C: -0.23274 -5.64491 3.31279  -0.009
C: -0.03914 -6.92213 2.80921  -0.480
C: -0.83705 -7.35056 1.74222  -0.686
C: -1.86168 -6.54672 1.22230  -0.965
C: -2.13476 -5.30785 1.79172  0.109
C: 0.38249 -4.91784 4.42252  0.103
C: -0.24161 -3.63027 4.51198  1.790
C: 0.00667 -2.79776 5.60419  -0.548
C: 0.66843 -3.33803 6.71893  -0.832
C: 1.28087 -4.60204 6.61918  -0.526
C: 1.20735 -5.36478 5.44397  -0.759
C: -3.73694 -3.40416 3.75225  -0.844
C: -4.84725 -2.72378 4.22200  -0.609
H: -5.34937 1.26310 4.10409  0.268
H: -6.88317 0.64190 3.45091  0.297
H: -6.80925 1.19873 5.12128  0.323
H: -6.55258 -2.05335 6.24232  0.391
H: -7.66166 -0.68798 5.94469  0.289
H: -7.53104 -2.01833 4.76377  0.341
H: -3.54665 0.47072 4.11300  0.143
H: -1.46848 -0.83828 3.65879  0.293
H: 0.77696 -7.52424 3.20328  0.399
H: -0.67806 -8.33865 1.31381  0.384
H: -2.44443 -6.87519 0.36916  0.417
H: -2.96726 -4.69932 1.45217  0.597
H: -0.35317 -1.76709 5.58298  0.416
H: 0.71550 -2.76875 7.65357  0.389
H: 1.80544 -4.98918 7.48722  0.403
H: 1.78061 -6.27882 5.31133  0.410
H: -3.83386 -4.47433 3.54791  0.452
H: -5.77159 -3.26994 4.43445  0.351

Computed properties:
Spin multiplicity   1
HOMO level   -7.537 eV
HOMO-LUMO gap   0.211 Eh
Relative energy (zero: lowest compared OMol25 entry of this formula, charge and spin)   1.092 eV